Molecular formula: C2H7N
Method: DFT, ωB97M-V with the def2-TZVPD basis set

Structure (ORCA input):
```
! wB97M-V def2-TZVPD RIJCOSX def2/J DEFGRID3
* xyz 0 1
C 0.61 0.04 -1.12
C -0.69 0.36 0.97
H 1.36 0.85 -0.80
H -0.28 0.48 -1.75
H 1.27 -0.65 -1.69
H 0.81 -1.05 0.68
H -0.92 -0.01 2.02
H -1.80 0.24 0.60
H -0.39 1.45 0.89
N 0.06 -0.53 0.14
*
```

Properties
LUMO energy: 0.044 Ha
Energy: -135.10546 Eh
Orbital gap: 9.672 eV

Atom charges from the natural (NBO) analysis, given in e for atoms 1 to 8:
1 C -0.4201
2 C -0.4315
3 H 0.1626
4 H 0.2017
5 H 0.2099
6 H 0.3564
7 H 0.2162
8 H 0.1811